[1]
A molecular structure, C34H30Cl3N4NiOS3 at a distorted geometry, computed with ωB97M-V/def2-TZVPD.

Results
Multiplicity: 3
Charge: -1
HOMO energy (alpha / beta), eV: -2.11 / -2.91
<S²>: 2.0149
Lowest unoccupied orbital energy (alpha / beta), eV: 1.9 / 1.9

Last column: Mulliken charge in e.
Positions of all 76 atoms, in Å:
Ni: -0.146694 -0.172416 -0.491824  0.352
Cl: 1.289204 -7.058808 1.459839  -0.281
C: 1.362339 -5.374651 1.011784  0.474
C: 0.205994 -4.716375 0.628324  -0.905
C: 0.277411 -3.384579 0.272831  1.240
Cl: -1.156973 -2.561688 -0.253424  -0.223
C: 1.476209 -2.605035 0.306616  -1.119
O: 1.541082 -1.364791 0.050558  -0.231
C: 2.621185 -3.374173 0.681643  0.376
Cl: 4.153606 -2.558956 0.710971  -0.249
C: 2.578110 -4.708767 1.026574  -0.794
H: -0.739459 -5.240684 0.606426  0.412
H: 3.488941 -5.224945 1.296389  0.406
C: -2.202321 -2.265353 -4.052768  -1.140
C: -2.583776 -0.871271 -3.694107  0.548
N: -2.231464 -0.238698 -2.632477  0.064
C: -2.684970 1.051954 -2.601762  -0.058
C: -3.456215 1.397872 -3.674134  -0.558
S: -3.565966 0.095254 -4.785743  -0.267
C: -2.326147 1.959173 -1.508094  -0.571
C: -2.881545 3.198814 -1.372730  -0.304
S: -2.231994 4.027353 -0.021487  -0.296
C: -1.219585 2.645904 0.302132  0.244
N: -1.364412 1.672128 -0.535506  0.790
C: -0.259406 2.661461 1.439289  -1.208
H: -1.264893 -2.512747 -3.559124  0.184
H: -2.085032 -2.365144 -5.131814  0.429
H: -2.963288 -2.974156 -3.720681  0.274
H: -3.930374 2.342558 -3.884678  0.365
H: -3.638096 3.660691 -1.985153  0.416
H: 0.178299 3.652545 1.561023  0.498
H: 0.518906 1.924574 1.241245  -0.108
H: -0.762371 2.391426 2.370707  0.366
S: -2.570963 -1.899975 5.542758  -0.139
C: -1.899877 -1.308592 3.995637  0.237
C: -0.539967 -1.379562 3.726083  -1.237
C: -0.064414 -0.825378 2.550249  -0.444
N: -0.849282 -0.262595 1.629155  0.665
C: -2.157130 -0.218868 1.890148  -0.192
C: -2.724839 -0.705479 3.053054  -1.010
C: -1.975614 -0.540985 6.543144  0.338
C: -0.725689 -0.591153 7.146591  -0.136
C: -0.273302 0.534045 7.816250  -0.407
N: -0.971766 1.661252 7.930502  -0.601
C: -2.179313 1.683995 7.370225  -0.396
C: -2.726713 0.620384 6.672371  -0.222
H: 0.141803 -1.856930 4.416477  0.412
H: 0.994273 -0.849097 2.317632  0.590
H: -2.780511 0.231220 1.124943  0.405
H: -3.791303 -0.632065 3.218925  0.476
H: -0.122833 -1.486834 7.091927  0.433
H: 0.705578 0.540030 8.283596  0.359
H: -2.730598 2.611350 7.484283  0.365
H: -3.712722 0.688226 6.233752  0.377
C: 1.155171 2.814862 -2.335824  -1.559
C: 1.885183 1.455427 -2.299731  3.704
C: 2.940601 1.522874 -1.181343  -2.150
C: 0.943828 0.293421 -2.004600  -1.672
C: 2.514634 1.248919 -3.674626  -0.512
C: 1.666221 1.046714 -4.768230  -0.183
C: 2.166596 0.870186 -6.046769  -0.745
C: 3.539152 0.883813 -6.268575  -0.383
C: 4.393422 1.068407 -5.195053  -0.730
C: 3.886515 1.249200 -3.911551  -0.309
H: 0.824755 3.081876 -1.332201  0.275
H: 0.280869 2.767549 -2.988302  0.221
H: 1.822025 3.602051 -2.703468  0.466
H: 2.422378 1.540361 -0.222575  0.037
H: 3.556240 2.428343 -1.273599  0.527
H: 3.577211 0.637895 -1.188841  0.473
H: 1.322666 -0.608768 -2.514500  0.717
H: 0.595988 1.024001 -4.595932  0.358
H: 1.484323 0.722237 -6.876680  0.366
H: 3.935829 0.755236 -7.268995  0.361
H: 5.466179 1.078072 -5.353913  0.359
H: 4.579090 1.395869 -3.093244  0.379

Force components x, y, z for each atom (eV/Å):
0.275 1.086 0.502
-0.001 -0.176 0.052
-0.028 0.129 -0.068
0.053 -0.009 -0.002
0.243 -0.017 0.123
-0.389 -0.401 -0.303
0.160 0.208 0.011
-0.138 -0.671 0.433
-0.085 -0.194 0.048
0.088 0.095 0.019
-0.035 0.048 -0.046
-0.018 0.023 -0.030
-0.008 -0.007 0.032
0.007 -0.101 0.120
-0.230 0.396 -0.378
0.117 -0.333 0.317
-0.102 -0.197 -0.310
0.023 0.016 -0.120
0.213 -0.004 0.454
0.152 0.772 0.525
0.001 -0.073 0.119
0.188 -0.377 -0.179
-0.089 0.308 -0.046
-0.953 -0.419 -0.444
0.046 0.019 0.084
0.032 0.023 0.022
0.017 -0.029 0.027
0.005 -0.005 0.001
0.070 0.008 -0.004
0.001 -0.048 -0.016
0.016 0.007 -0.014
0.010 0.033 -0.030
0.046 -0.005 -0.002
0.052 0.018 0.035
0.051 0.165 -0.125
-0.191 -0.019 0.125
0.230 -0.007 -0.090
-0.147 -0.297 0.134
0.018 0.103 -0.110
-0.023 -0.161 0.178
0.035 0.030 -0.067
-0.160 -0.049 -0.024
0.064 0.121 0.115
-0.035 -0.065 -0.029
0.047 0.130 0.095
0.037 -0.141 0.011
0.017 0.022 0.006
-0.030 -0.019 -0.110
0.035 -0.013 -0.027
0.004 0.018 -0.005
0.035 0.017 -0.042
-0.001 -0.062 -0.013
-0.048 -0.031 -0.032
0.016 0.030 -0.043
0.076 -0.108 -0.010
-0.083 -0.279 -0.183
-0.004 0.133 -0.232
0.115 0.057 -0.610
0.040 0.117 0.142
0.047 0.085 -0.124
-0.056 0.023 0.047
0.082 -0.007 -0.067
0.025 -0.006 -0.032
-0.032 0.039 -0.070
-0.054 0.019 0.046
-0.019 0.017 0.009
-0.013 0.046 0.040
-0.007 0.005 0.007
0.094 -0.052 0.057
0.002 -0.012 0.050
0.123 0.103 -0.031
0.005 -0.032 0.050
0.004 -0.005 0.001
-0.004 -0.025 0.008
-0.004 -0.013 0.006
-0.030 -0.003 0.020

[2]
A molecular structure, C34H30CoF2NO7Te at a distorted geometry, computed with ωB97M-V/def2-TZVPD.

Results
Multiplicity: 4
ΔE to the lowest compared entry with this formula, charge and spin, kcal per mole: 5.1
Charge: -1
HOMO energy (alpha / beta), eV: -4.76 / -5.14
<S²>: 3.7582
Lowest unoccupied orbital energy (alpha / beta), eV: 2.0 / 2.0

Last column: Mulliken charge in e.
Positions of all 76 atoms, in Å:
Co: 2.163523 -0.905021 0.146403  0.119
O: -0.402467 -0.593071 3.520481  -0.530
C: 0.814431 -1.107948 3.226002  0.512
O: 1.833080 -0.710500 3.711552  -0.578
C: 0.682917 -2.284811 2.282023  0.676
O: 1.809757 -2.508738 1.473758  -0.325
C: 3.042375 -2.866011 2.139435  -0.517
C: 4.031059 -1.705703 2.186628  0.556
O: 4.985366 -1.805553 2.952593  -0.795
O: 3.780994 -0.785812 1.337181  -0.668
H: -0.231541 0.162165 4.099596  0.463
H: 0.452861 -3.170130 2.887253  0.613
H: -0.150262 -2.118881 1.614478  -1.327
H: 2.857359 -3.245872 3.141755  0.328
H: 3.488983 -3.653924 1.531286  0.440
C: -1.670541 4.340094 -2.180667  -1.636
C: -1.032464 3.273667 -1.323582  0.267
C: -0.691583 3.502942 0.003158  -0.989
C: -0.053140 2.555055 0.783913  1.075
C: 0.206199 2.962369 2.205605  -0.184
O: -0.645993 3.616036 2.781123  -0.716
C: 1.486124 2.647805 2.916220  0.155
C: 1.524979 2.832445 4.297846  -0.461
C: 2.686872 2.571807 5.005356  -0.530
C: 3.819892 2.124738 4.333962  -0.346
C: 3.793435 1.955964 2.958550  -0.640
C: 2.630698 2.223840 2.251423  0.112
C: 0.252858 1.264669 0.264244  0.313
O: 0.870391 0.405416 0.992761  0.167
C: -0.195153 0.985761 -1.070775  -0.399
C: -0.781399 2.006141 -1.822276  -0.745
C: -0.150118 -0.383201 -1.644415  1.217
N: 0.441858 -1.328339 -1.057945  2.278
C: 0.440382 -2.696229 -1.588940  -1.286
C: -0.915734 -3.387375 -1.663733  -1.006
Te: -1.953320 -3.618378 0.198651  0.177
C: -3.077142 -1.830966 0.161546  -0.305
C: -4.398085 -1.865639 -0.286759  -0.355
C: -5.154127 -0.699362 -0.329509  -0.612
C: -4.595202 0.508909 0.073985  -0.583
C: -3.283329 0.548892 0.529251  -0.507
C: -2.527414 -0.618615 0.579546  0.773
C: -0.843078 -0.596411 -2.964315  -1.275
C: -0.086821 -0.892074 -4.091521  -0.290
C: -0.717353 -1.116344 -5.311466  -0.955
C: -2.099416 -1.044253 -5.408767  -0.655
C: -2.853429 -0.727714 -4.284928  -0.922
C: -2.225714 -0.494910 -3.069941  0.508
H: -1.799405 5.265668 -1.615606  0.387
H: -2.655661 4.031416 -2.542217  0.304
H: -1.060978 4.571132 -3.058370  0.349
H: -0.912800 4.462096 0.461363  0.347
H: 0.631108 3.186387 4.797148  0.450
H: 2.706969 2.697815 6.081910  0.368
H: 4.719099 1.880075 4.886643  0.385
H: 4.658757 1.563550 2.439777  0.334
H: 2.607904 2.074039 1.180621  0.329
H: -1.069092 1.799728 -2.847017  0.642
H: 1.082528 -3.273084 -0.923834  0.419
H: 0.920562 -2.723400 -2.568088  0.363
H: -0.773014 -4.407286 -2.026291  0.656
H: -1.617135 -2.903122 -2.339627  0.086
H: -4.830838 -2.804088 -0.611857  0.392
H: -6.177790 -0.734796 -0.684519  0.358
H: -5.179699 1.420861 0.029723  0.429
H: -2.832392 1.489794 0.832016  0.455
H: -1.497615 -0.562084 0.913458  -0.225
H: 0.993491 -0.943870 -4.004554  0.644
H: -0.121760 -1.347914 -6.186433  0.410
H: -2.588468 -1.224488 -6.358969  0.342
H: -3.932299 -0.656366 -4.352699  0.434
H: -2.808636 -0.233748 -2.196656  0.339
F: 2.716631 -0.818092 -2.888042  -0.320
C: 3.336647 -0.974883 -1.596230  -0.183
F: 3.931587 -2.275390 -1.669241  -0.327
H: 4.190732 -0.286879 -1.640435  0.221

Force components x, y, z for each atom (eV/Å):
0.717 0.378 -0.121
0.127 -0.203 -0.055
-0.065 0.116 0.031
-0.001 -0.027 0.050
-0.069 0.076 0.397
-0.001 -0.334 0.165
-0.055 -0.231 0.058
0.205 0.116 -0.073
-0.258 0.083 -0.241
0.265 0.230 0.133
0.000 0.150 0.094
0.024 -0.029 -0.028
-0.014 0.061 -0.001
-0.140 0.037 0.020
0.000 -0.045 0.006
0.011 -0.007 0.034
-0.016 0.041 0.027
-0.075 0.169 -0.106
0.110 -0.052 0.118
0.106 -0.158 -0.088
-0.173 0.122 0.104
-0.032 -0.001 -0.084
0.017 -0.009 0.049
-0.013 -0.033 -0.023
-0.044 -0.018 0.034
0.026 -0.017 -0.046
0.049 -0.010 -0.019
-0.026 0.193 -0.153
0.020 -0.318 -0.011
-0.085 -0.114 -0.175
-0.011 -0.017 -0.054
-0.622 1.239 -0.704
0.422 -1.285 0.635
0.007 0.005 0.095
-0.012 0.009 -0.098
-0.244 -0.214 -0.123
-0.057 0.164 -0.030
0.022 0.081 0.006
0.075 0.003 0.008
0.030 -0.051 -0.005
0.015 -0.001 -0.018
-0.012 -0.034 -0.054
0.030 0.166 0.075
0.058 -0.050 -0.167
0.033 0.008 0.083
-0.019 0.004 0.002
0.010 0.002 0.025
-0.100 -0.012 -0.072
0.005 -0.051 -0.020
0.034 0.000 0.016
-0.004 -0.014 0.031
0.000 -0.026 -0.020
0.019 -0.017 -0.007
-0.005 0.002 -0.032
-0.020 0.017 -0.011
-0.057 0.012 0.014
0.028 0.018 0.046
0.010 -0.019 0.030
0.035 -0.043 0.007
-0.016 0.034 -0.072
0.015 0.018 0.042
0.054 0.005 0.009
0.011 0.020 0.008
0.028 0.001 0.009
0.016 -0.038 0.005
-0.020 -0.086 -0.021
-0.070 -0.046 0.069
-0.161 0.020 -0.045
-0.010 0.008 0.017
0.009 0.004 0.024
0.011 -0.004 -0.002
-0.056 0.002 0.061
0.377 -0.098 0.533
-0.194 -0.326 -0.250
-0.258 0.533 -0.073
-0.016 -0.108 -0.069